Below is an isolated molecule of C2H2INO3, with properties calculated with ωB97M-V with the def2-TZVPD basis set.

Cartesian coordinates (Å):
1 C 1.554 1.042 1.650
2 C 0.425 1.643 0.919
3 N -0.044 0.915 -0.248
4 O 2.268 1.657 2.434
5 O -1.277 1.009 -0.358
6 O 0.689 0.329 -0.991
7 I 1.938 -1.009 1.437
8 H 0.716 2.639 0.504
9 H -0.573 1.721 1.401

Values from the calculation:
* energy above the lowest of the compared OMol25 structures with the same formula, charge and spin: 101.5 kcal/mol
* largest force on an atom: 7.52 eV/Å
* calculated total energy: -655.327467 Ha
* expectation value of S²: 2.01
* Kohn-Sham gap (spin up / spin down): 8.10 / 6.33 eV
* 2S+1: 3

Löwdin atomic charge list, values in e, 5 entries:
1 C -0.82
2 C -0.14
3 N -0.52
4 O -0.01
5 O 0.12